The following is a quantum chemistry calculation of C3H7NO2 in the gas phase at a distorted geometry, from the Open Molecules 2025 dataset.

Summary:
- SMILES: NCCC(=O)O
- HOMO level: -0.354 Ha
- Energy relative to the best compared isomer or geometry (same formula, charge and spin): 26.8 kcal per mole
- Orbital gap: 10.343 eV

Positions of all 13 atoms, in Å:
C1 0.980 0.107 0.251
C2 -0.531 -0.080 0.212
C3 -1.389 -0.368 -0.976
O1 -0.759 -0.273 -2.206
O2 -2.570 -0.514 -0.930
N1 1.573 0.004 1.573
H1 1.155 1.130 -0.123
H2 1.437 -0.599 -0.447
H3 -1.060 0.669 0.797
H4 -0.689 -1.084 0.673
H5 -1.433 0.044 -2.827
H6 0.957 0.293 2.325
H7 2.328 0.671 1.676

The following is a quantum chemistry calculation of C3H7NO2 in the gas phase, from the Open Molecules 2025 dataset.

Summary:
- SMILES: O=CNCCO
- HOMO level: -0.366 Ha
- Energy relative to the best compared isomer or geometry (same formula, charge and spin): 20.3 kcal per mole
- Orbital gap: 10.630 eV

Positions of all 13 atoms, in Å:
O1 -1.268 -0.633 1.427
C1 -1.311 -0.640 0.026
C2 -0.494 0.480 -0.617
N1 0.945 0.233 -0.682
C3 1.755 0.278 0.397
O2 1.372 0.351 1.555
H1 -0.363 -0.396 1.697
H2 -2.362 -0.502 -0.259
H3 -0.982 -1.604 -0.397
H4 -0.668 1.404 -0.053
H5 -0.828 0.644 -1.646
H6 1.377 0.129 -1.587
H7 2.828 0.255 0.138

The following is a quantum chemistry calculation of C3H7NO2S in the gas phase at a distorted geometry, from the Open Molecules 2025 dataset.

Summary:
- HOMO level (spin up / spin down): -0.371 / -0.375 Ha
- Energy relative to the best compared isomer or geometry (same formula, charge and spin): 141.9 kcal per mole
- Orbital gap (spin up / spin down): 9.202 / 8.704 eV

Positions of all 14 atoms, in Å:
C1 -1.877 -0.336 -0.140
C2 -0.534 0.031 0.629
C3 2.069 -0.828 -0.087
N1 -2.594 0.802 0.207
O1 1.402 1.474 1.117
O2 0.861 1.249 -1.315
S1 0.940 0.677 0.018
H1 -1.709 -0.541 -1.172
H2 -2.387 -1.198 0.324
H3 -0.623 0.189 1.640
H4 1.835 -0.778 -1.139
H5 3.151 -0.565 0.030
H6 1.959 -1.701 0.396
H7 -2.492 1.526 -0.507

The following is a quantum chemistry calculation of C3H7NO3 in the gas phase at a distorted geometry, from the Open Molecules 2025 dataset.

Summary:
- SMILES: O=C(O)NCCO
- HOMO level: -0.371 Ha
- Energy relative to the best compared isomer or geometry (same formula, charge and spin): 27.5 kcal per mole
- Orbital gap: 10.713 eV

Positions of all 14 atoms, in Å:
C1 -0.376 0.645 0.708
C2 -0.140 -0.716 1.268
O1 1.230 -0.914 1.683
N1 0.278 1.017 -0.532
C3 0.184 0.267 -1.672
O2 -0.903 -0.584 -1.540
O3 0.819 0.271 -2.686
H1 0.054 1.325 1.441
H2 -1.429 0.970 0.633
H3 -0.385 -1.602 0.686
H4 -0.686 -0.731 2.216
H5 1.787 -0.978 0.888
H6 0.873 1.815 -0.683
H7 -1.307 -0.785 -2.410

The following is a quantum chemistry calculation of a molecular structure, C3H7NO3 at a distorted geometry, from the Open Molecules 2025 dataset.

Summary:
- HOMO level: -0.334 Ha
- Energy relative to the best compared isomer or geometry (same formula, charge and spin): 63.8 kcal per mole
- Orbital gap: 9.659 eV

Positions of all 14 atoms, in Å:
C1 1.580 -0.189 0.129
C2 -1.010 -0.462 1.099
C3 -0.341 -0.227 -0.293
N1 -0.502 1.193 -0.695
O1 1.896 1.033 0.358
O2 2.256 -1.157 0.188
O3 -0.504 -1.250 -1.236
H1 -0.515 0.443 1.585
H2 -2.045 -0.594 1.021
H3 -0.636 -1.511 1.501
H4 -1.395 1.440 -0.777
H5 -0.191 1.349 -1.615
H6 1.071 1.631 0.220
H7 0.336 -1.700 -1.484

The following is a quantum chemistry calculation of C3H7NO3 in the gas phase at a distorted geometry, from the Open Molecules 2025 dataset.

Summary:
- SMILES: C[C@@](O)(CO)N=O
- HOMO level: -0.369 Ha
- Energy relative to the best compared isomer or geometry (same formula, charge and spin): 107.2 kcal per mole
- Orbital gap: 9.323 eV

Positions of all 14 atoms, in Å:
C1 0.914 0.095 -1.028
C2 -1.061 0.542 0.536
C3 -0.124 -0.585 -0.196
N1 -0.940 -1.517 -0.841
O1 -1.174 -2.559 -0.211
O2 -1.689 -0.037 1.617
O3 0.495 -1.180 0.981
H1 1.913 -0.356 -0.986
H2 1.158 1.059 -0.588
H3 0.646 0.166 -2.175
H4 -1.743 0.984 -0.115
H5 -0.217 1.164 0.828
H6 -1.147 -0.816 1.982
H7 0.144 -2.082 0.914

The following is a quantum chemistry calculation of 2 unconnected molecules or ions with the total composition C3H7NO3 at a distorted geometry, from the Open Molecules 2025 dataset.

Summary:
- HOMO level: -0.338 Ha
- Energy relative to the best compared isomer or geometry (same formula, charge and spin): 204.3 kcal per mole
- Orbital gap: 4.937 eV

Positions of all 14 atoms, in Å:
C1 0.744 0.785 -0.757
N1 -0.370 0.083 -1.251
C2 -0.850 -0.572 -0.024
C3 -0.819 0.539 1.091
O1 -0.622 0.222 2.249
O2 0.474 1.297 0.390
H1 1.150 1.522 -1.473
H2 0.071 -0.650 -1.819
H3 -1.843 -0.992 -0.156
H4 -0.177 -1.383 0.263
H5 -1.614 1.299 0.894
H6 1.713 -2.566 -1.701
H7 1.581 -0.048 -0.814
O3 1.146 -1.870 -1.349

The following is a quantum chemistry calculation of 2 unconnected molecules or ions with the total composition C3H7NO3 at a distorted geometry, from the Open Molecules 2025 dataset.

Summary:
- SMILES: [H]/N=C/C.O=C(O)O
- HOMO level: -0.339 Ha
- Energy relative to the best compared isomer or geometry (same formula, charge and spin): 52.1 kcal per mole
- Orbital gap: 9.635 eV

Positions of all 14 atoms, in Å:
C1 1.680 0.301 -0.525
C2 0.881 0.001 0.707
N1 1.290 -0.887 1.539
H1 0.674 -0.923 2.360
H2 -0.225 0.519 0.997
H3 2.736 0.062 -0.377
H4 1.297 -0.301 -1.353
H5 1.579 1.357 -0.790
C3 -1.591 -0.011 -0.329
O1 -1.624 -1.223 -0.871
O2 -1.438 0.920 -1.268
O3 -1.888 0.255 0.867
H6 -1.792 -1.841 -0.138
H7 -1.579 1.772 -0.819

The following is a quantum chemistry calculation of C3H7NO3 in the gas phase at a distorted geometry, from the Open Molecules 2025 dataset.

Summary:
- SMILES: NC1(O)[C@H](O)[C@H]1O
- HOMO level: -0.308 Ha
- Energy relative to the best compared isomer or geometry (same formula, charge and spin): 116.3 kcal per mole
- Orbital gap: 8.983 eV

Positions of all 14 atoms, in Å:
C1 -0.626 0.817 -0.283
C2 0.038 -0.275 0.396
N1 0.756 -0.287 1.643
C3 0.742 -0.076 -0.870
O1 -1.649 0.646 -1.228
O2 -0.891 -1.590 0.142
O3 2.113 0.167 -0.747
H1 -2.089 1.446 -1.557
H2 -1.691 -1.604 -0.411
H3 2.424 -0.262 0.079
H4 -0.697 1.725 0.311
H5 0.185 -0.789 2.321
H6 0.915 0.650 1.999
H7 0.471 -0.568 -1.794

The following is a quantum chemistry calculation of C3H7NO3 in the gas phase at a distorted geometry, from the Open Molecules 2025 dataset.

Summary:
- SMILES: C[C@H]1[NH2+][C@]1([O-])OO
- HOMO level: -0.333 Ha
- Energy relative to the best compared isomer or geometry (same formula, charge and spin): 184.6 kcal per mole
- Orbital gap: 9.527 eV

Positions of all 14 atoms, in Å:
C1 0.453 -0.495 0.254
C2 1.188 -0.343 1.524
C3 -0.419 0.639 -0.198
N1 -1.288 -0.910 0.042
O1 0.489 1.234 -1.238
O2 -0.101 0.965 -2.559
O3 -1.128 1.503 0.329
H1 -0.835 1.604 -2.536
H2 0.926 -1.075 -0.539
H3 -2.246 -0.573 0.062
H4 -1.292 -1.699 -0.600
H5 2.125 0.180 1.275
H6 0.649 0.281 2.241
H7 1.478 -1.311 1.942